90
Properties=species:S:1:pos:R:3:lowdin_spin:R:1 method="wB97M-V/def2-TZVPD" orbital_gap_ev="6.6 / 6.5" lumo_ev="-3.07 / -3.25" total_charge=+1 s2=3.815 multiplicity=4
H 0.173 -4.725 4.387 0.0004
H -2.251 3.448 3.213 -0.0002
N -2.333 -3.361 -3.056 0.0002
N -0.809 -4.890 -3.920 0.0000
N 3.708 -0.030 -2.363 0.0161
H 5.553 -2.009 -2.472 0.0000
C -2.185 -2.369 -2.186 0.0007
C 4.799 -0.270 -1.427 0.0029
N 1.436 -0.193 -1.457 0.0012
C -1.736 1.577 4.156 0.0077
C -4.107 0.451 -0.401 -0.0009
H -1.429 3.596 -5.088 -0.0001
H 4.432 -0.861 -0.588 0.0002
H -1.174 2.859 1.074 0.0004
H -3.899 0.750 -2.516 0.0005
H -0.577 -0.112 -3.154 -0.0002
H 2.829 -0.502 2.383 0.0001
C 0.240 -2.236 3.211 -0.0020
H 5.183 0.689 -1.053 0.0003
C -2.408 1.893 5.461 0.0014
C 1.055 -4.532 3.769 0.0013
C -0.969 0.894 -3.115 -0.0015
H -6.196 1.567 -2.822 -0.0003
O 6.319 -0.281 -3.306 0.0001
H 3.081 4.194 1.058 -0.0005
N 0.308 -1.314 0.997 -0.0042
H 2.893 -4.046 4.241 0.0000
H 0.043 -2.114 4.263 -0.0003
H 6.789 -1.113 -1.542 0.0001
N -0.915 -2.230 -1.816 0.0013
H 5.673 0.477 -5.049 0.0001
H -1.530 -5.058 -4.615 0.0000
H 4.898 -1.065 -4.581 0.0000
H 4.495 3.405 2.973 0.0002
C -6.728 1.326 -0.763 0.0106
S 1.119 2.702 -0.488 -0.0150
C 2.918 0.548 2.129 0.0018
O -2.240 0.841 6.377 -0.0001
H -1.999 2.832 5.861 0.0004
H 0.133 -4.858 -4.296 0.0000
C -0.558 0.088 2.683 0.0073
C 3.844 2.725 2.445 0.0032
H -2.988 -1.760 -1.839 0.0008
H 1.007 -2.528 -0.489 0.0004
H 1.409 -4.478 0.980 -0.0003
H -1.084 -0.358 4.728 -0.0002
C -1.171 2.163 1.904 0.0082
C -6.311 0.890 0.486 -0.0013
C 5.910 -1.010 -2.178 0.0006
C 2.492 -0.069 -1.929 0.0425
H 4.440 1.693 -3.308 0.0004
C 5.261 -0.093 -4.215 0.0005
H 1.334 -5.463 3.262 0.0000
H -7.733 1.698 -0.901 0.0006
H -2.391 4.464 -2.983 0.0001
C -4.563 0.820 -1.668 0.0092
H -0.506 1.310 -5.160 0.0000
H -2.606 -0.437 0.825 0.0003
C 3.074 3.170 1.394 -0.0006
C 1.021 -3.562 1.397 -0.0018
C 4.105 0.680 -3.569 0.0026
C -1.600 0.503 -0.733 -0.0827
H -2.464 3.054 -0.983 -0.0001
C -0.933 1.693 -4.242 0.0004
H 3.255 0.746 -4.248 0.0003
Cr 0.291 0.419 -0.021 2.9222
C -5.859 1.264 -1.841 -0.0011
C 0.009 -1.198 2.313 0.0104
C 0.749 -3.447 2.764 0.0113
O 2.043 -4.121 4.685 0.0012
C 2.217 2.262 0.759 0.0044
C -5.015 0.452 0.665 0.0090
H -3.476 2.064 5.257 0.0004
H -2.664 1.079 7.208 0.0000
N 2.159 0.967 1.119 -0.0005
C -1.446 2.980 -4.202 -0.0018
C 3.765 1.385 2.828 0.0009
C -1.537 1.355 -1.917 -0.0014
N -0.576 0.990 1.676 -0.0142
C 0.797 -2.479 0.569 0.0135
C -1.108 0.365 3.932 -0.0009
C -1.765 2.493 3.101 -0.0010
C -2.025 2.671 -1.893 -0.0031
N -1.109 -3.798 -3.176 0.0001
H -7.004 0.898 1.318 -0.0004
C -2.718 0.131 -0.097 0.0366
H -4.684 0.126 1.642 0.0003
N -0.240 -3.146 -2.456 0.0001
H 4.349 1.004 3.651 0.0000
C -1.989 3.463 -3.022 0.0007